No. 1
111
Properties=species:S:1:pos:R:3:mulliken_charge:R:1 method="wB97M-V/def2-TZVPD" total_charge=+1 orbital_gap_ev=6.8
Cd 1.778 0.669 1.797 0.587
O 1.113 0.084 -4.450 -0.258
O 0.720 0.556 0.013 1.464
O 1.082 4.196 -0.333 -0.644
O -6.427 1.011 0.038 -0.348
O -0.006 -2.476 -0.938 -0.539
O 6.259 -0.858 -4.736 -0.281
O -3.363 4.133 1.245 -0.226
O 2.921 1.045 -1.719 -0.436
O 0.776 2.228 2.833 0.000
O -1.897 -6.614 1.522 -0.358
O -2.008 -0.180 3.396 -0.309
O 3.159 -0.879 1.629 -0.023
N 2.729 0.592 3.828 -0.278
N -4.762 3.132 -1.196 -0.377
N 3.458 -1.398 -3.538 -0.225
N -2.311 -3.027 2.317 -0.344
C -2.379 -5.454 2.175 -0.492
C 1.438 1.454 -4.485 -0.555
C 4.006 -1.239 2.727 -0.566
C -2.644 -7.029 0.410 -0.687
C -2.765 4.103 -0.053 -0.644
C -5.431 0.699 -0.915 0.096
C 5.922 -1.835 -3.763 -0.918
C -0.423 0.815 -0.739 -1.254
C -2.883 -0.663 2.375 -0.143
C 7.219 -1.324 -5.661 -0.792
C 1.345 2.644 4.099 -0.515
C 2.733 2.014 4.286 -0.817
C -0.352 3.053 2.490 -0.644
C -5.228 1.893 -1.827 -0.957
C 4.081 -0.002 3.636 -0.728
C 4.779 -1.321 -2.917 0.145
C -3.372 5.401 1.859 -0.970
C -2.693 0.774 4.162 -0.897
C -3.368 2.970 -0.819 -0.089
C -6.844 -0.131 0.745 -0.506
C -2.197 -1.759 1.565 -0.292
C -1.911 -4.173 1.469 -0.454
C 1.918 -0.653 -5.344 -0.748
C 3.376 -0.860 -4.893 -0.448
C 3.080 -1.950 0.657 -0.655
H -3.030 5.044 -0.556 0.585
H -1.537 -2.965 2.976 0.292
H -3.189 2.073 -0.200 -0.221
H 6.790 -2.026 -3.123 0.445
H -3.479 0.303 4.762 0.355
H 3.063 2.014 5.324 0.427
H -7.093 -0.938 0.049 0.326
H 2.698 -1.026 -2.993 0.101
H -5.317 3.197 -0.345 0.378
H 3.002 -2.908 1.168 0.414
H -6.072 -0.489 1.443 0.046
H 3.941 -1.518 -5.552 0.405
H -4.538 0.317 -0.395 -0.145
H -2.177 -7.936 0.022 0.264
H 0.591 2.332 4.831 0.419
H 4.476 -0.263 4.619 0.426
H -3.156 0.221 1.778 -0.189
H -7.692 0.089 1.393 0.275
H -2.633 -1.845 0.571 0.490
H 1.966 -0.155 -6.318 0.383
H 2.470 1.711 -4.227 0.224
H -3.177 1.568 3.574 0.318
H 1.202 1.955 -5.428 0.373
H -1.932 -5.522 3.170 0.275
H 0.904 3.322 -0.711 0.223
H 0.142 -1.521 -1.002 -0.024
H 8.255 -1.340 -5.303 0.283
H -3.471 -5.453 2.242 0.344
H -1.152 2.994 3.229 0.310
H -4.339 5.881 1.691 0.292
H -2.572 6.052 1.494 0.403
H -3.234 5.336 2.941 0.239
H -3.672 -7.295 0.680 0.291
H 2.345 -1.715 -0.101 0.039
H -0.792 2.512 1.649 -0.265
H 6.994 -2.356 -5.962 0.346
H 2.289 0.040 4.558 0.109
H 4.719 -1.924 -2.002 -0.037
H 4.728 0.740 3.169 0.358
H 4.044 -2.011 0.136 0.196
H 5.017 -1.464 2.385 0.332
H -5.742 -0.154 -1.539 0.521
H 2.122 0.652 -1.314 0.041
H -0.466 1.824 -1.177 0.086
H -0.835 -4.221 1.279 0.193
H 5.606 -2.752 -4.274 0.413
H -1.148 -1.463 1.430 -0.224
H 0.888 1.977 -3.699 0.058
H -6.133 2.069 -2.410 0.350
H 4.936 -0.298 -2.549 0.249
H -0.512 0.139 -1.602 0.511
H -2.772 2.806 -1.723 0.372
H -3.842 -1.036 2.752 0.490
H -1.349 0.678 -0.163 -0.071
H -2.402 -4.167 0.494 0.350
H 1.410 3.726 4.223 0.415
H -1.679 4.045 0.060 0.324
H -0.140 4.072 2.179 0.491
H 3.412 2.586 3.653 0.375
H 3.862 0.119 -5.002 0.242
H 1.483 -1.634 -5.534 0.344
H 7.141 -0.669 -6.527 0.250
H 3.416 1.410 -0.978 0.173
H 0.660 -2.874 -1.512 0.297
H 3.559 -2.112 3.208 0.526
H -4.528 1.573 -2.607 0.392
H -2.675 -6.330 -0.433 0.287
H -2.039 1.325 4.843 0.275
H 1.756 4.043 0.337 0.286

No. 2
111
Properties=species:S:1:pos:R:3:mulliken_charge:R:1 method="wB97M-V/def2-TZVPD" total_charge=-1 orbital_gap_ev=6.5
Bi 0.255 0.488 -0.362 2.863
Br -2.796 1.744 -2.859 -0.151
Se -2.407 -0.562 1.173 -0.334
O 1.745 0.167 1.090 -1.040
O 0.872 -1.397 -1.289 -0.786
O -1.802 -4.404 -0.036 -0.802
O 1.824 1.618 -1.310 -0.884
N -1.167 -2.248 -2.135 0.203
N 0.557 2.695 1.017 0.216
N -1.824 -1.100 -2.256 -0.182
C -0.161 -6.040 -0.433 -0.710
C 4.924 2.009 2.805 -0.811
C -7.887 -2.983 -3.705 -0.398
C 1.083 2.630 -3.359 -0.037
C -7.905 -1.916 -4.594 -0.489
C -2.860 -0.413 5.337 -0.598
C -5.987 -0.933 -3.487 0.428
C -3.745 0.106 -3.032 0.487
C 1.402 3.635 3.020 -0.833
C -6.937 -3.011 -2.694 -0.609
C 1.755 4.784 2.336 -0.938
C 1.105 -6.407 -0.864 -0.388
C 0.319 -3.745 -1.013 0.386
C -2.654 -0.072 4.008 -0.353
C 0.922 3.784 0.336 -0.230
C 2.981 0.585 3.035 -0.165
C 1.293 1.398 -3.970 -0.332
C 5.485 1.453 3.948 -0.685
C 3.210 4.678 -2.784 -0.442
C 0.651 3.766 -1.138 -1.143
C 0.830 1.156 -5.254 -1.020
C 1.201 -1.197 3.010 0.973
C -0.550 -4.708 -0.493 0.478
C -0.062 3.376 -5.355 -1.115
C 0.563 1.249 2.938 0.036
C -0.131 -2.307 -1.077 0.491
C -3.100 -1.732 5.696 -0.451
C 1.446 -2.317 2.224 -0.993
C 1.162 -3.590 2.699 -0.596
C 3.556 0.026 4.169 -0.470
C 1.987 -5.452 -1.352 -0.939
C -3.127 -2.704 4.704 -0.632
C 0.651 -1.378 4.278 0.469
C 1.607 0.178 2.481 1.968
C 5.453 4.885 -1.937 -0.575
C 4.029 3.091 -1.193 0.083
C 1.587 -4.126 -1.422 -0.320
C 1.536 4.856 0.969 -0.681
C 0.368 -2.649 4.753 -0.830
C 0.391 3.612 -4.064 0.005
C 4.797 0.459 4.624 -0.893
C 3.690 1.574 2.354 0.477
C 1.630 2.834 -1.941 2.579
C 0.827 2.582 2.317 -0.552
C -2.672 -1.042 3.002 0.228
C 5.249 3.754 -1.162 -0.866
C -2.909 -2.365 3.378 -0.289
C 0.626 -3.761 3.966 -0.777
C -2.976 -1.103 -2.810 -0.610
C -6.002 -1.994 -2.579 -0.429
C 0.156 2.146 -5.955 -0.524
C -5.027 0.179 -3.408 -1.154
C -6.971 -0.901 -4.479 -0.472
C 2.993 3.551 -1.997 -0.662
C 4.427 5.343 -2.752 -0.939
H 6.453 1.787 4.302 0.391
H -0.427 0.882 2.643 -0.883
H 2.426 5.040 -3.438 0.366
H 2.222 5.610 2.857 0.425
H 3.869 2.190 -0.620 0.339
H 0.186 4.573 -3.611 0.341
H 1.406 -7.445 -0.803 0.361
H -1.897 -3.452 0.140 0.217
H -5.415 1.152 -3.684 0.376
H -5.306 -2.001 -1.750 0.729
H 3.273 1.976 1.441 -0.431
H 3.044 -0.763 4.704 0.399
H -3.267 -1.999 6.732 0.359
H -2.917 -3.138 2.619 0.305
H -8.651 -1.874 -5.378 0.359
H 6.046 3.376 -0.533 0.416
H -0.371 3.416 -1.304 0.440
H -1.674 -3.106 -2.333 0.472
H 5.453 2.779 2.256 0.438
H -0.853 -6.764 -0.024 0.428
H 1.801 0.623 -3.411 0.603
H -6.988 -0.069 -5.173 0.397
H 1.836 5.722 0.394 0.451
H 0.987 0.184 -5.703 0.428
H -0.212 1.955 -6.955 0.398
H 1.873 -2.177 1.239 0.598
H -0.644 -2.095 -0.119 -0.373
H 0.438 -0.528 4.911 0.198
H 2.248 -3.348 -1.782 0.469
H 0.725 4.781 -1.528 0.769
H 1.604 3.527 4.077 0.492
H -0.073 -2.766 5.735 0.417
H -3.432 -2.037 -3.139 0.513
H -8.619 -3.776 -3.788 0.366
H 1.364 -4.449 2.073 0.370
H -6.934 -3.820 -1.976 0.401
H 0.588 1.345 4.023 0.821
H 6.405 5.400 -1.917 0.390
H -0.606 4.149 -5.882 0.384
H 4.577 6.216 -3.376 0.413
H 5.229 0.002 5.506 0.416
H 2.981 -5.739 -1.671 0.409
H -3.306 -3.741 4.966 0.396
H 0.395 -4.753 4.333 0.403
H -2.840 0.360 6.097 0.377
H -2.479 0.962 3.735 0.407

No. 3
11
Properties=species:S:1:pos:R:3:mulliken_charge:R:1 method="wB97M-V/def2-TZVPD" total_charge=0 orbital_gap_ev="8.5 / 8.5"
O 1.135 -0.149 -0.193 -0.364
N -1.191 0.391 0.318 -0.621
C 0.633 -1.076 -1.119 -0.687
C -0.041 1.420 1.662 -0.514
C 0.071 0.491 0.471 0.803
C -1.372 1.190 1.576 -0.244
H 1.282 -1.810 -1.200 0.246
H -0.426 -1.201 -0.792 0.398
H 0.512 2.113 2.191 0.379
H 0.483 -0.499 -2.045 0.253
H -2.255 1.061 2.121 0.350

Across the entries above, total energy takes the values -62126.4155 -211673.6082 -7761.7930 eV, respectively.
Across the entries above, energy relative to the best compared isomer or geometry (same formula, charge and spin) takes the values 0.0 0.0 456.7 kJ/mol, respectively.